[1]
{
  "formula": "C37H42AsF6N5OS3TeTi",
  "method": "the ωB97M-V functional and the def2-TZVPD basis",
  "species": ["Te", "As", "Ti", "S", "S", "S", "F", "F", "F", "F", "F", "F", "O", "N", "N", "N", "N", "N", "C", "C", "C", "C", "C", "C", "C", "C", "C", "C", "C", "C", "C", "C", "C", "C", "C", "C", "C", "C", "C", "C", "C", "C", "C", "C", "C", "C", "C", "C", "C", "C", "C", "C", "C", "C", "C", "H", "H", "H", "H", "H", "H", "H", "H", "H", "H", "H", "H", "H", "H", "H", "H", "H", "H", "H", "H", "H", "H", "H", "H", "H", "H", "H", "H", "H", "H", "H", "H", "H", "H", "H", "H", "H", "H", "H", "H", "H", "H"],
  "coordinates": [[3.081, -0.271, 2.550], [-2.474, -1.047, -2.652], [-0.569, 1.422, -0.888], [-1.914, -2.984, 3.654], [1.002, -0.634, 1.458], [-1.649, 1.937, 3.672], [-1.996, 2.505, -1.247], [-2.514, -0.926, -4.388], [-3.469, -2.571, -2.723], [-1.043, -2.016, -2.606], [-1.059, -0.285, -0.352], [-1.114, 0.592, -2.700], [-1.157, -1.779, 4.115], [-1.623, 1.681, 1.120], [1.247, 0.403, -1.492], [2.081, -2.664, 0.146], [1.641, -0.885, -1.221], [0.410, 2.716, -2.315], [-0.918, 2.122, 2.110], [1.487, 2.188, -2.978], [1.882, 0.902, -2.560], [0.607, 4.763, -3.524], [-0.001, 3.957, -2.595], [2.182, -2.501, 4.429], [-1.309, -4.357, 1.380], [-5.036, 0.241, 1.218], [2.210, -3.743, 5.046], [2.572, -3.479, -0.947], [-1.963, -3.057, 0.925], [2.941, 0.107, -3.255], [4.187, -3.061, 3.224], [2.468, 3.690, 2.476], [-5.199, 0.266, 2.614], [2.914, 3.531, 1.170], [1.474, -4.091, -1.808], [-2.850, 1.190, 1.528], [0.409, 2.665, 1.826], [-3.840, 0.699, 0.683], [3.231, -4.642, 4.762], [1.585, -1.393, -0.057], [4.221, -4.300, 3.852], [1.200, 3.247, 2.809], [2.101, 2.948, 0.203], [-4.221, 0.751, 3.465], [-7.491, -0.347, 0.968], [1.721, 4.245, -4.218], [-0.725, -4.052, 2.755], [-3.043, 1.232, 2.910], [-2.804, -2.597, 2.107], [-6.229, 0.521, -0.981], [2.155, 2.980, -3.951], [-6.117, -0.324, 0.294], [-5.737, -1.760, -0.092], [3.175, -2.152, 3.514], [0.815, 2.490, 0.492], [3.910, 3.868, 0.902], [-2.050, -5.160, 1.445], [-3.746, -3.147, 2.162], [3.347, 0.638, -4.112], [-7.523, -1.039, 1.812], [-6.118, -0.097, 3.053], [1.905, -4.678, -2.622], [3.015, 2.582, -4.469], [3.760, -0.143, -2.576], [3.106, 4.141, 3.225], [5.013, -5.000, 3.618], [0.843, -4.755, -1.213], [-5.688, -2.396, 0.796], [-1.201, -2.315, 0.697], [-2.570, -3.184, 0.027], [-3.644, 0.695, -0.379], [-0.870, 4.288, -2.042], [-7.033, 0.133, -1.610], [3.252, -5.611, 5.246], [0.842, -3.313, -2.233], [-3.018, -1.528, 2.134], [-4.771, -1.802, -0.595], [4.944, -2.803, 2.491], [2.492, 2.837, -0.800], [-7.780, 0.645, 1.325], [0.842, 3.345, 3.829], [-0.494, -4.926, 3.362], [-6.482, -2.180, -0.771], [3.211, -2.843, -1.562], [-6.450, 1.564, -0.742], [1.367, -1.816, 4.633], [-0.533, -4.686, 0.687], [0.161, -3.417, 2.684], [1.428, -4.010, 5.745], [-5.314, 0.497, -1.572], [2.519, -0.839, -3.599], [0.228, 5.756, -3.714], [3.203, -4.257, -0.510], [1.764, -3.126, 0.981], [-8.240, -0.680, 0.248], [-4.377, 0.759, 4.536], [2.235, 4.848, -4.957]],
  "atomic_forces_ev_per_a": [[0.016, 0.016, 0.031], [-0.196, -0.008, -0.036], [-0.245, -0.120, -0.240], [0.080, -0.045, -0.029], [0.007, 0.056, -0.007], [0.002, 0.013, 0.033], [0.114, 0.047, -0.012], [0.031, 0.071, 0.030], [0.036, -0.002, 0.013], [0.093, -0.088, -0.006], [-0.022, 0.055, 0.061], [-0.064, 0.027, -0.061], [-0.056, -0.030, -0.017], [0.090, -0.042, 0.186], [0.169, -0.091, 0.061], [0.018, -0.040, 0.033], [-0.061, 0.066, 0.036], [-0.023, -0.062, 0.164], [0.060, 0.041, -0.033], [0.168, -0.053, 0.002], [0.024, 0.067, -0.113], [-0.025, 0.022, 0.005], [-0.037, -0.006, 0.019], [-0.010, 0.076, -0.016], [0.015, -0.004, 0.025], [0.035, 0.005, -0.026], [0.027, -0.064, -0.026], [-0.022, 0.030, -0.046], [-0.022, 0.000, -0.003], [0.018, 0.012, -0.034], [0.056, 0.078, -0.060], [-0.015, -0.004, 0.042], [0.008, 0.025, 0.010], [0.023, 0.020, -0.042], [-0.006, 0.004, 0.014], [0.049, -0.042, -0.064], [-0.184, -0.112, 0.008], [-0.029, -0.017, 0.064], [-0.018, 0.014, 0.016], [0.029, -0.046, -0.045], [-0.007, -0.002, 0.005], [0.102, 0.039, 0.039], [-0.039, -0.011, -0.021], [-0.044, 0.015, 0.020], [-0.017, 0.001, 0.001], [0.045, -0.031, -0.014], [-0.046, 0.004, -0.013], [0.015, -0.009, -0.031], [-0.010, 0.072, -0.015], [0.006, 0.017, -0.003], [-0.037, -0.019, -0.033], [0.004, 0.002, 0.004], [0.004, -0.045, 0.013], [-0.096, -0.068, 0.031], [-0.034, 0.141, 0.041], [-0.002, -0.008, -0.016], [0.000, 0.010, 0.015], [-0.031, 0.011, 0.021], [-0.009, 0.006, 0.003], [0.003, -0.002, -0.003], [0.005, -0.002, 0.011], [0.007, 0.006, 0.000], [-0.002, -0.004, -0.009], [-0.004, 0.008, 0.012], [-0.003, 0.001, 0.001], [-0.002, -0.004, 0.002], [0.002, -0.012, -0.010], [0.002, 0.004, 0.011], [0.016, 0.051, -0.021], [0.008, -0.002, 0.000], [-0.013, -0.007, -0.008], [0.006, 0.001, 0.003], [-0.001, -0.008, 0.002], [-0.001, 0.000, 0.001], [0.000, 0.005, 0.007], [0.019, -0.013, -0.002], [0.003, 0.021, -0.017], [-0.013, -0.025, 0.013], [0.045, 0.018, -0.003], [0.007, 0.001, -0.003], [-0.040, -0.014, -0.014], [0.006, -0.009, 0.005], [0.003, 0.000, -0.005], [0.006, -0.010, 0.006], [0.002, -0.003, 0.003], [-0.005, -0.024, 0.006], [0.009, -0.002, 0.011], [0.012, 0.028, 0.012], [-0.004, 0.013, 0.005], [-0.006, -0.006, -0.006], [-0.007, -0.001, 0.007], [-0.005, 0.002, 0.003], [-0.003, -0.004, 0.003], [0.010, 0.005, -0.004], [0.002, 0.000, 0.000], [-0.004, -0.005, 0.003], [0.002, -0.001, -0.001]],
  "lumo_ev": [1.9753, 1.9575],
  "multiplicity": 2,
  "total_charge": -1,
  "energy_ev": -188616.39458,
  "orbital_gap_ev": [4.77, 7.14]
}

***

[2]
{
  "formula": "C37H42Br4F5N3O6",
  "method": "the ωB97M-V functional and the def2-TZVPD basis",
  "species": ["Br", "Br", "Br", "Br", "F", "F", "F", "F", "F", "O", "O", "O", "O", "O", "O", "N", "N", "N", "C", "C", "C", "C", "C", "C", "C", "C", "C", "C", "C", "C", "C", "C", "C", "C", "C", "C", "C", "C", "C", "C", "C", "C", "C", "C", "C", "C", "C", "C", "C", "C", "C", "C", "C", "C", "C", "H", "H", "H", "H", "H", "H", "H", "H", "H", "H", "H", "H", "H", "H", "H", "H", "H", "H", "H", "H", "H", "H", "H", "H", "H", "H", "H", "H", "H", "H", "H", "H", "H", "H", "H", "H", "H", "H", "H", "H", "H", "H"],
  "coordinates": [[-1.855, 2.335, 1.191], [3.331, -4.892, 2.537], [2.055, -6.012, -0.544], [-1.714, 5.352, 3.195], [-3.578, 0.197, 3.361], [4.062, -3.587, -6.614], [2.807, 1.122, -0.821], [-3.679, -2.959, 3.064], [-3.012, 1.567, -3.401], [1.292, 3.066, 4.797], [2.219, 5.479, 0.116], [2.703, 6.061, 2.141], [0.943, -1.624, -0.526], [0.787, 0.982, 4.603], [2.401, -1.613, 1.041], [2.427, 5.249, 1.297], [0.637, 2.102, 5.085], [1.393, -1.175, 0.506], [1.365, 1.716, -2.609], [3.310, 3.097, -2.037], [-0.158, -3.436, 2.400], [-6.823, 0.341, 1.710], [-1.820, -2.422, 4.416], [-5.145, -0.290, 0.133], [2.353, -2.783, -3.527], [-5.834, 0.427, 2.719], [-1.712, -0.321, -2.777], [0.398, -2.796, 3.511], [0.692, -0.027, 1.156], [-1.545, -3.473, 2.241], [3.331, -4.485, -0.373], [3.031, 3.888, -3.116], [3.655, -2.910, -5.517], [3.838, -0.980, -4.150], [-0.428, -2.324, 4.502], [-0.489, 2.213, 6.074], [2.956, -1.557, -3.238], [-6.462, 0.025, 0.427], [-3.327, 3.493, 1.821], [-4.154, -0.240, 1.100], [-2.273, 0.499, -3.750], [-4.518, 0.138, 2.391], [2.698, -3.458, -4.669], [-0.726, -1.691, -4.539], [1.077, 2.585, -3.631], [-2.970, 3.877, 3.265], [4.249, -4.687, 0.800], [2.513, 3.773, 1.656], [-2.051, 0.215, -5.096], [-2.335, -2.922, 3.253], [-1.341, -0.882, -5.507], [4.208, -1.672, -5.287], [1.920, 3.663, -3.925], [2.502, 1.980, -1.814], [-0.934, -1.399, -3.199], [1.777, -3.291, -2.765], [2.591, -3.713, -0.196], [-3.842, 4.289, 3.765], [-0.273, 0.040, 0.672], [-7.279, 0.057, -0.282], [-7.825, 0.590, 2.031], [3.590, 3.673, 1.759], [-0.995, 3.141, 5.796], [0.229, 2.384, -4.274], [1.305, 0.867, 1.033], [0.398, -3.865, 1.576], [4.145, 3.289, -1.377], [-0.612, -2.084, -2.427], [-1.865, -0.266, -1.708], [-1.998, -4.072, 1.464], [-4.962, -0.597, -0.889], [-6.080, 0.610, 3.756], [-3.106, -0.330, 0.855], [2.053, 3.333, 0.778], [2.884, -1.053, -2.283], [2.399, -4.479, -4.869], [1.636, 4.353, -4.705], [4.925, -5.530, 0.694], [-3.532, 4.366, 1.204], [-4.244, 2.907, 1.757], [3.640, 4.752, -3.349], [4.836, -3.778, 0.934], [0.644, 0.980, -2.281], [0.845, -0.243, 2.213], [3.945, -4.330, -1.257], [4.995, -1.235, -5.887], [1.979, 3.665, 2.596], [-0.227, -2.604, -4.827], [-2.454, 3.042, 3.724], [1.475, -2.815, 3.606], [-2.516, -2.065, 5.161], [4.411, -0.101, -3.889], [-1.184, 1.406, 5.874], [0.032, -2.085, 5.453], [-1.237, -1.159, -6.547], [-2.646, 0.763, -5.819], [-0.129, 2.369, 7.086]],
  "atomic_forces_ev_per_a": [[-0.447, 0.734, -0.310], [0.249, -0.030, -0.549], [0.651, 0.224, -0.400], [0.318, 0.122, 0.233], [0.027, 0.083, -0.103], [-0.154, -0.171, 0.186], [0.071, -0.066, 0.374], [0.175, 0.024, 0.287], [-0.088, -0.092, -0.080], [0.093, 0.511, 0.189], [-0.180, 0.329, 0.452], [-0.197, 0.361, 0.328], [-0.378, 0.013, -0.194], [0.063, 0.618, 0.147], [-0.470, 0.410, -0.025], [0.432, -0.731, -0.837], [-0.359, -1.658, -0.004], [0.944, -0.021, 0.016], [0.772, 0.302, 1.640], [-0.018, -1.520, 0.700], [-1.032, 0.548, -0.510], [1.067, 0.663, 1.937], [0.208, 0.604, -0.279], [-0.245, -0.144, -0.495], [0.553, 0.402, 0.993], [-0.008, -0.598, -0.521], [0.118, -0.212, -0.323], [0.209, -0.834, -0.854], [1.259, -0.351, 0.270], [0.301, -0.112, 0.964], [-0.905, -0.680, 0.827], [-0.554, 1.050, -1.044], [-0.333, 0.286, -0.235], [0.124, -0.686, 0.656], [-0.182, -0.563, 1.043], [-0.466, 1.318, -0.878], [0.325, 0.420, -0.197], [-0.800, 0.077, 0.221], [-0.125, -0.381, 0.656], [-0.065, 0.580, 0.207], [0.947, -0.700, 0.188], [-0.645, -0.175, -0.382], [0.859, -0.593, -0.934], [-0.671, 0.215, -0.118], [0.288, 0.419, -0.916], [-0.200, 0.318, -1.412], [-0.002, 0.355, 0.547], [-0.360, 1.725, -0.227], [-1.491, 0.760, -0.116], [-0.201, -0.665, -1.116], [1.045, -0.870, 0.800], [0.280, 0.402, -0.002], [-0.293, -0.527, 0.603], [-0.730, 0.644, -1.306], [-0.341, -0.355, -0.089], [-0.314, 0.130, -0.058], [0.557, 0.459, -0.160], [0.039, -0.392, 0.309], [-0.189, 0.052, 0.559], [0.399, -0.310, -0.477], [-0.181, -0.114, -0.390], [-0.101, -0.684, 0.021], [0.086, 0.050, 0.058], [-0.178, 0.092, 0.162], [-0.067, -0.099, -0.599], [0.505, -0.072, 0.328], [0.060, -0.006, -0.045], [0.339, 0.044, -0.081], [-0.273, 0.605, -0.044], [-0.105, 0.343, -0.234], [0.510, 0.109, 0.037], [-0.079, 0.184, -0.024], [-0.018, -0.436, 0.028], [0.242, -0.651, 0.288], [-0.568, -0.194, 0.058], [-0.321, 0.067, 0.023], [0.240, -0.031, -0.133], [-0.173, -0.082, -0.002], [0.724, -0.050, -0.236], [0.218, -0.378, 0.266], [0.136, -0.024, 0.212], [0.031, -0.024, -0.061], [0.250, -0.409, -0.269], [-1.114, -0.037, 0.113], [-0.402, -0.189, -0.273], [-0.114, -0.329, -0.395], [0.120, -0.338, -0.034], [0.213, 0.106, -0.012], [-0.396, 0.081, 0.462], [0.004, 0.243, 0.168], [0.202, 0.003, 0.203], [-0.319, 0.241, 0.002], [0.347, -0.320, 0.448], [-0.101, 0.556, -0.059], [-0.141, 0.229, -0.097], [0.279, 0.310, -0.022], [0.215, -0.518, -0.045]],
  "lumo_ev": -0.1531,
  "multiplicity": 1,
  "smiles": "C[N+](=O)[O-].C[N+](=O)[O-].C[N+](=O)[O-].Fc1ccccc1.Fc1ccccc1.Fc1ccccc1.Fc1ccccc1.Fc1ccccc1.BrCCBr.BrCCBr",
  "total_charge": 0,
  "energy_ev": -349553.84943,
  "orbital_gap_ev": 8.89
}